Record 1
{"formula": "C36H27CaClGeO2", "method": "the ωB97M-V functional and the def2-TZVPD basis", "elements": ["Ca", "Cl", "C", "C", "C", "C", "O", "C", "C", "O", "C", "H", "H", "H", "H", "C", "C", "C", "C", "C", "C", "C", "C", "C", "C", "H", "H", "H", "H", "H", "H", "H", "C", "Ge", "C", "C", "C", "C", "C", "C", "C", "C", "C", "C", "C", "C", "C", "C", "C", "C", "C", "C", "H", "H", "H", "H", "H", "H", "H", "H", "H", "H", "H", "H", "H", "H", "H", "H"], "coordinates": [[-0.097, 0.492, 0.321], [0.058, 4.761, 6.347], [0.017, 3.505, 5.127], [0.003, 2.178, 5.538], [0.002, 1.189, 4.575], [0.012, 1.460, 3.184], [0.035, 0.502, 2.355], [-0.013, 2.860, 2.791], [-0.062, 3.300, 1.452], [-0.086, 2.641, 0.386], [-0.003, 3.852, 3.803], [-0.020, 1.934, 6.591], [-0.009, 0.148, 4.872], [-0.081, 4.411, 1.347], [-0.028, 4.896, 3.516], [4.300, -3.165, 1.743], [2.910, -3.256, 1.584], [2.219, -2.259, 0.949], [2.873, -1.138, 0.392], [2.123, -0.135, -0.296], [2.886, 0.851, -0.898], [4.288, 0.900, -0.831], [4.989, -0.034, -0.118], [4.296, -1.087, 0.508], [4.975, -2.097, 1.221], [4.835, -3.946, 2.273], [2.393, -4.129, 1.967], [1.140, -2.311, 0.838], [2.380, 1.629, -1.466], [4.821, 1.697, -1.342], [6.073, 0.014, -0.039], [6.051, -2.018, 1.340], [-1.987, -0.678, -0.516], [-3.784, -0.271, -0.083], [-4.937, -1.704, -0.957], [-4.652, -2.059, -2.272], [-5.278, -3.126, -2.891], [-6.195, -3.892, -2.188], [-6.497, -3.556, -0.879], [-5.876, -2.472, -0.282], [-4.812, -0.066, 1.707], [-5.646, 1.006, 2.003], [-6.251, 1.132, 3.242], [-6.029, 0.183, 4.225], [-5.201, -0.893, 3.951], [-4.592, -0.999, 2.714], [-4.498, 1.367, -1.008], [-5.502, 1.287, -1.962], [-6.114, 2.413, -2.480], [-5.737, 3.669, -2.037], [-4.710, 3.774, -1.115], [-4.093, 2.639, -0.619], [-1.837, -1.709, -0.139], [-3.908, -1.478, -2.803], [-5.050, -3.371, -3.923], [-6.666, -4.751, -2.655], [-7.223, -4.144, -0.324], [-6.126, -2.206, 0.738], [-5.844, 1.749, 1.241], [-6.911, 1.970, 3.443], [-6.490, 0.287, 5.201], [-5.038, -1.653, 4.709], [-3.935, -1.837, 2.510], [-5.820, 0.308, -2.298], [-6.900, 2.314, -3.220], [-6.241, 4.555, -2.408], [-4.400, 4.753, -0.771], [-3.289, 2.730, 0.102]], "atomic_forces_ev_per_a": [[-1.1, -1.9, -2.9], [0.0, 0.2, 0.1], [0.0, 0.9, -0.3], [0.0, -1.0, -0.8], [0.0, 0.2, 1.4], [0.0, -0.1, -0.8], [0.2, 0.7, 2.7], [0.0, -0.6, 1.2], [-0.1, 0.4, -1.9], [0.1, 2.2, 1.7], [0.0, -0.3, -0.1], [0.0, 0.0, 0.0], [0.0, 0.0, -0.1], [0.0, -0.3, 0.0], [0.0, 0.0, 0.0], [0.3, 0.0, 0.0], [-0.4, -0.2, 0.1], [-0.1, -0.2, 0.1], [0.5, 0.1, -0.2], [0.6, -0.1, -0.2], [-0.3, -0.3, 0.1], [0.4, 0.1, 0.0], [0.1, 0.3, -0.1], [-0.3, -0.1, 0.1], [0.2, -0.2, 0.1], [0.0, 0.0, 0.0], [-0.1, 0.1, 0.0], [0.0, -0.1, 0.0], [0.0, 0.2, 0.0], [0.1, 0.0, 0.0], [0.0, 0.0, 0.0], [0.0, 0.0, 0.0], [-0.9, 0.6, 0.6], [0.5, -0.5, -0.9], [0.0, 0.2, 0.5], [0.1, 0.1, -0.2], [0.0, -0.1, -0.2], [-0.2, -0.2, -0.1], [-0.2, -0.3, 0.0], [-0.1, 0.2, 0.1], [0.6, 0.0, -0.5], [-0.1, 0.0, -0.2], [-0.2, 0.2, 0.2], [-0.1, 0.1, 0.2], [0.0, -0.2, 0.2], [0.0, -0.2, -0.1], [0.2, -0.3, 0.4], [-0.1, -0.3, -0.1], [-0.2, 0.1, -0.2], [-0.1, 0.2, -0.1], [0.1, 0.4, 0.1], [0.1, 0.0, 0.1], [0.0, -0.2, 0.0], [0.1, 0.0, 0.0], [0.0, 0.0, 0.0], [0.0, 0.0, 0.0], [0.0, 0.0, 0.0], [-0.1, 0.0, 0.1], [0.0, 0.1, 0.0], [0.0, 0.0, 0.0], [0.0, 0.0, 0.0], [0.1, 0.0, 0.0], [0.1, -0.1, 0.0], [-0.1, 0.0, 0.0], [0.0, 0.0, 0.0], [0.1, 0.0, 0.0], [0.1, 0.1, 0.0], [0.0, 0.1, 0.1]], "nbo_charge": [1.705, -0.066, -0.128, -0.201, -0.232, 0.444, -0.777, -0.326, 0.432, -0.683, -0.140, 0.214, 0.215, 0.110, 0.211, -0.241, -0.250, -0.164, -0.111, -0.441, -0.312, -0.216, -0.282, 0.008, -0.238, 0.187, 0.194, 0.220, 0.178, 0.180, 0.180, 0.183, -1.784, 1.410, -0.289, -0.255, -0.229, -0.261, -0.240, -0.267, -0.393, -0.167, -0.253, -0.253, -0.234, -0.220, -0.379, -0.231, -0.221, -0.258, -0.252, -0.165, 0.161, 0.229, 0.185, 0.182, 0.183, 0.204, 0.199, 0.186, 0.186, 0.188, 0.209, 0.215, 0.186, 0.186, 0.188, 0.199], "charge": -2, "total_energy_ha": -4753.183110, "max_force_ha_per_bohr": 0.0710}

---

Record 2
{"formula": "C19H26FN3O5S2", "method": "the ωB97M-V functional and the def2-TZVPD basis", "elements": ["C", "C", "C", "F", "C", "C", "C", "C", "C", "C", "C", "C", "S", "C", "N", "N", "C", "O", "O", "S", "O", "O", "O", "C", "C", "C", "C", "C", "C", "N", "H", "H", "H", "H", "H", "H", "H", "H", "H", "H", "H", "H", "H", "H", "H", "H", "H", "H", "H", "H", "H", "H", "H", "H", "H", "H"], "coordinates": [[0.206, -3.003, 3.795], [-0.632, -3.058, 2.511], [-1.838, -2.124, 2.487], [-2.324, -1.919, 3.764], [-1.545, -0.772, 1.841], [-1.438, -0.861, 0.323], [-0.036, -1.138, -0.240], [0.226, -0.296, -1.489], [1.581, -0.575, -2.107], [1.916, 0.370, -3.264], [3.418, 0.556, -3.408], [3.787, 1.441, -4.593], [5.549, 1.227, -4.971], [6.103, 2.838, -5.299], [6.935, 3.091, -6.267], [7.243, 4.442, -6.158], [6.549, 4.884, -5.160], [5.812, 3.930, -4.555], [-0.284, -0.353, 2.440], [-0.385, 0.823, 3.494], [0.267, 1.969, 2.967], [-0.044, 0.335, 4.775], [-1.953, 1.041, 3.385], [-2.503, 0.377, 2.228], [-3.956, 0.051, 2.516], [-4.729, 0.986, 3.193], [-6.064, 0.728, 3.464], [-6.585, -0.481, 3.017], [-5.744, -1.330, 2.311], [-4.461, -1.091, 2.055], [0.534, -4.006, 4.045], [-0.357, -2.631, 4.643], [1.073, -2.365, 3.679], [0.010, -2.836, 1.667], [-1.000, -4.069, 2.370], [-2.636, -2.597, 1.926], [-2.093, -1.666, -0.001], [-1.818, 0.036, -0.153], [0.095, -2.185, -0.506], [0.750, -0.890, 0.467], [-0.575, -0.400, -2.219], [0.227, 0.746, -1.160], [2.368, -0.491, -1.360], [1.590, -1.599, -2.482], [1.418, 1.330, -3.142], [1.552, -0.057, -4.199], [3.878, -0.419, -3.564], [3.844, 0.988, -2.505], [3.198, 1.154, -5.460], [3.568, 2.486, -4.401], [6.558, 5.903, -4.828], [-2.545, 1.150, 1.464], [-4.283, 1.914, 3.515], [-6.669, 1.436, 4.004], [-7.608, -0.757, 3.205], [-6.146, -2.260, 1.937]], "atomic_forces_ev_per_a": [[-0.1, -0.1, -0.1], [0.1, 0.0, 0.5], [-0.1, -0.2, -0.6], [0.0, 0.1, 0.4], [0.0, 0.3, 0.5], [0.6, -0.7, -0.2], [0.1, 0.2, -0.6], [0.3, 0.3, 0.6], [-0.2, 0.1, -0.5], [0.2, -0.3, -0.1], [0.0, 0.3, -0.3], [-0.2, 0.0, 0.1], [0.0, 0.1, 0.3], [0.5, -0.3, -1.1], [-0.4, 0.1, 0.6], [-0.5, 0.1, 0.6], [0.9, -0.1, -1.0], [-0.2, 0.0, 0.2], [0.1, 0.3, -0.3], [-0.1, 0.1, -0.4], [0.2, 0.1, 0.0], [0.0, 0.0, 0.3], [0.0, -0.5, 0.3], [-0.7, 0.3, 0.4], [-0.3, -0.2, 0.2], [0.0, 0.3, 0.2], [0.3, -0.6, -0.3], [0.4, 0.3, 0.0], [-0.3, -0.1, 0.0], [0.0, 0.3, -0.1], [0.2, -0.1, 0.0], [-0.1, 0.1, 0.1], [0.2, 0.1, 0.0], [0.0, 0.0, -0.2], [-0.1, -0.1, 0.0], [-0.2, 0.1, 0.0], [-0.3, 0.0, 0.0], [-0.1, 0.3, 0.1], [-0.1, -0.2, 0.1], [0.0, 0.0, 0.2], [-0.1, -0.1, -0.1], [-0.2, 0.2, -0.1], [0.0, 0.0, 0.3], [0.2, -0.2, 0.1], [0.0, 0.2, 0.1], [-0.2, 0.0, -0.1], [0.1, -0.2, 0.1], [0.1, -0.1, 0.2], [0.1, -0.1, -0.2], [0.1, 0.2, 0.1], [-0.3, 0.1, 0.3], [0.4, -0.1, -0.4], [0.1, 0.1, 0.1], [-0.1, 0.1, 0.1], [-0.2, -0.1, 0.0], [0.1, -0.2, -0.1]], "nbo_charge": [-0.613, -0.443, 0.193, -0.364, 0.238, -0.427, -0.392, -0.384, -0.391, -0.391, -0.399, -0.516, 0.292, 0.267, -0.293, -0.281, 0.276, -0.419, -0.729, 2.582, -0.912, -0.891, -0.696, 0.057, 0.200, -0.236, -0.155, -0.252, 0.046, -0.439, 0.208, 0.232, 0.213, 0.218, 0.210, 0.200, 0.232, 0.214, 0.199, 0.222, 0.196, 0.194, 0.200, 0.199, 0.198, 0.198, 0.202, 0.209, 0.214, 0.229, 0.206, 0.206, 0.231, 0.223, 0.224, 0.193], "charge": 0, "de_lowest_ev": 0.000, "total_energy_ha": -2176.259789, "max_force_ha_per_bohr": 0.0265, "smiles": "CC[C@@H](F)[C@]1(CCCCCCCSc2nnco2)OS(=O)(=O)O[C@@H]1c1ccccn1"}

---

Record 3
{"formula": "C6H10O", "method": "the ωB97M-V functional and the def2-TZVPD basis", "elements": ["C", "C", "C", "C", "O", "C", "C", "H", "H", "H", "H", "H", "H", "H", "H", "H", "H"], "coordinates": [[1.985, 0.461, 0.245], [1.170, -0.635, 0.154], [-0.072, -0.763, 1.021], [-1.160, -0.357, 0.046], [-2.471, -0.784, 0.311], [-0.994, 0.842, -0.850], [-0.672, -0.371, -1.345], [2.899, 0.535, -0.341], [1.968, 1.075, 1.147], [1.056, 1.571, -0.390], [1.430, -1.477, -0.479], [-0.016, -0.137, 1.923], [-0.237, -1.800, 1.344], [-2.694, -0.508, 1.209], [-1.677, 1.640, -1.116], [0.206, 1.644, -0.615], [-0.721, -0.938, -2.263]], "atomic_forces_ev_per_a": [[0.1, -0.3, 0.1], [0.1, 0.1, 0.0], [0.0, 0.0, 0.0], [0.4, 0.0, 0.0], [-0.1, 0.0, 0.2], [-0.2, -0.3, -0.1], [-0.2, 0.0, 0.0], [-0.2, -0.1, 0.0], [-0.1, -0.1, -0.2], [-0.3, 0.1, 0.0], [0.0, 0.2, 0.1], [0.0, -0.1, -0.2], [0.0, 0.2, -0.1], [-0.1, -0.1, -0.1], [0.3, 0.0, 0.1], [0.3, 0.3, 0.0], [0.1, 0.1, 0.1]], "nbo_charge": [-0.511, -0.154, -0.473, 0.224, -0.710, -0.316, -0.234, 0.224, 0.218, 0.102, 0.221, 0.200, 0.222, 0.468, 0.250, 0.046, 0.226], "charge": 0, "de_lowest_ev": 5.648, "total_energy_ha": -309.634810, "max_force_ha_per_bohr": 0.0081}

---

Record 4
{"formula": "C2H6N2O3", "method": "the ωB97M-V functional and the def2-TZVPD basis", "elements": ["N", "C", "O", "C", "O", "O", "H", "H", "H", "N", "H", "H", "H"], "coordinates": [[1.304, 0.106, -1.414], [1.373, -0.748, -0.291], [1.448, -1.940, -0.493], [1.346, -0.134, 1.019], [1.636, 1.009, 1.129], [1.106, -1.062, 2.029], [0.970, 1.021, -1.319], [1.523, -0.019, -2.330], [0.678, -1.825, 1.660], [-0.959, 0.429, 0.655], [-0.842, 1.339, 1.048], [-1.306, -0.275, 1.243], [-1.671, 0.421, 0.022]], "atomic_forces_ev_per_a": [[-0.5, 0.3, 4.3], [-0.4, -0.7, -5.9], [0.2, -0.5, 1.0], [-0.1, -1.0, 1.7], [0.5, 0.7, 1.4], [0.6, 2.7, -0.1], [-0.3, 1.3, 1.0], [0.9, -1.9, -2.6], [0.0, -0.8, -0.7], [1.3, -0.4, 0.0], [-0.1, 0.3, 0.7], [0.0, -0.6, 2.0], [-2.1, 0.7, -2.7]], "nbo_charge": [-0.813, 0.561, -0.575, 0.728, -0.544, -0.681, 0.385, 0.395, 0.499, -1.064, 0.384, 0.366, 0.360], "charge": 0, "de_lowest_ev": 1.622, "total_energy_ha": -415.036012, "max_force_ha_per_bohr": 0.1155, "smiles": "NC(=O)C(=O)O.N"}

---

Record 5
{"formula": "C4H6ClNO", "method": "the ωB97M-V functional and the def2-TZVPD basis", "elements": ["N", "C", "C", "Cl", "H", "H", "C", "C", "O", "H", "H", "H", "H"], "coordinates": [[-2.523, 2.631, -0.935], [-1.987, 1.486, -0.764], [-1.640, 0.309, -0.259], [-2.807, -0.861, 0.220], [-3.074, 2.315, -1.754], [-0.738, 0.005, -0.718], [1.811, -1.215, 1.218], [1.832, -0.303, -0.071], [2.159, 0.856, -0.449], [1.269, -2.084, 0.998], [2.879, -1.500, 1.367], [1.443, -0.758, 2.034], [1.374, -0.883, -0.887]], "atomic_forces_ev_per_a": [[1.2, -4.0, -0.5], [-2.0, 2.3, 2.2], [0.0, 1.4, -1.8], [0.0, 0.0, 0.4], [-0.2, 1.4, -0.5], [1.0, -1.1, 0.1], [3.5, 1.2, -3.3], [-0.4, 2.0, -1.9], [-0.5, -3.7, 2.9], [-0.8, -1.1, -0.5], [-0.7, 0.1, 0.2], [-1.1, 1.7, 2.9], [0.1, -0.3, -0.2]], "nbo_charge": [-0.558, 0.385, -0.460, 0.031, 0.370, 0.232, -0.695, 0.435, -0.519, 0.223, 0.241, 0.231, 0.084], "charge": 0, "de_lowest_ev": 4.246, "total_energy_ha": -746.071216, "max_force_ha_per_bohr": 0.0961, "smiles": "N=C=CCl.CC=O"}

---

Record 6
{"formula": "H6O3", "method": "the ωB97M-V functional and the def2-TZVPD basis", "elements": ["O", "H", "H", "O", "H", "H", "O", "H", "H"], "coordinates": [[-2.843, -0.418, -0.085], [-2.588, -1.209, 0.373], [-2.053, -0.131, -0.698], [2.704, -0.343, -0.176], [3.062, -0.742, 0.693], [1.788, -0.529, -0.319], [-0.315, 0.848, -0.091], [0.696, 0.824, 0.014], [-0.451, 1.700, 0.290]], "atomic_forces_ev_per_a": [[1.5, 1.5, -2.2], [0.5, -0.5, 0.1], [-2.1, -1.1, 2.2], [2.1, -0.1, 1.8], [-1.5, 0.8, -2.2], [-0.6, -0.9, 0.3], [3.1, -0.7, 0.0], [-2.0, -0.1, -0.4], [-0.8, 1.1, 0.5]], "nbo_charge": [-0.963, 0.465, 0.495, -0.954, 0.490, 0.469, -0.950, 0.470, 0.477], "charge": 0, "de_lowest_ev": 0.940, "total_energy_ha": -229.290529, "max_force_ha_per_bohr": 0.0627, "smiles": "O.O.O"}

---

In order of appearance, HOMO-LUMO gap = 0.123, 0.352, 0.346, 0.384, 0.354, 0.417 hartree.